Entry 1:
DFT (ωB97M-V/def2-TZVPD) results for C50H52HgI2N2OP2STe as an isolated structure.

CARTESIAN COORDINATES (ANGSTROEM)
Hg (-0.873, 0.729, 0.465)
C (3.593, -2.517, -6.045)
S (4.478, -3.673, -4.979)
C (5.251, -2.558, -3.774)
C (4.426, -2.260, -2.528)
C (3.140, -1.517, -2.852)
N (2.376, -1.064, -1.687)
P (1.398, -2.127, -0.702)
C (2.343, -2.513, 0.812)
C (3.723, -2.681, 0.913)
C (4.307, -2.970, 2.135)
C (3.515, -3.090, 3.273)
C (2.146, -2.899, 3.186)
C (1.560, -2.600, 1.960)
C (1.471, -3.704, -1.637)
C (2.177, -4.838, -1.243)
C (2.123, -6.002, -1.999)
C (1.367, -6.047, -3.158)
C (0.645, -4.929, -3.555)
C (0.684, -3.773, -2.793)
P (1.504, 0.415, -1.789)
C (0.711, 0.275, -3.445)
C (-0.504, -0.416, -3.458)
C (-1.163, -0.683, -4.650)
C (-0.622, -0.235, -5.847)
C (0.574, 0.470, -5.847)
C (1.241, 0.718, -4.655)
C (2.790, 1.670, -2.086)
C (4.144, 1.431, -1.867)
C (5.075, 2.450, -2.011)
C (4.659, 3.728, -2.356)
C (3.307, 3.982, -2.548)
C (2.379, 2.962, -2.413)
H (3.231, -3.094, -6.895)
H (4.264, -1.742, -6.417)
H (2.739, -2.052, -5.556)
H (5.522, -1.634, -4.294)
H (6.186, -3.043, -3.490)
H (5.035, -1.657, -1.846)
H (4.193, -3.196, -2.016)
H (2.518, -2.157, -3.484)
H (3.386, -0.641, -3.458)
H (4.341, -2.571, 0.031)
H (5.381, -3.101, 2.205)
H (3.972, -3.319, 4.229)
H (1.523, -2.964, 4.070)
H (0.491, -2.410, 1.900)
H (2.769, -4.810, -0.337)
H (2.676, -6.877, -1.680)
H (1.331, -6.954, -3.748)
H (0.039, -4.960, -4.452)
H (0.097, -2.909, -3.086)
H (-0.939, -0.763, -2.522)
H (-2.098, -1.230, -4.625)
H (-1.136, -0.428, -6.781)
H (0.991, 0.829, -6.781)
H (2.175, 1.269, -4.667)
H (4.461, 0.446, -1.551)
H (6.126, 2.248, -1.841)
H (5.383, 4.527, -2.459)
H (2.972, 4.982, -2.794)
H (1.323, 3.175, -2.544)
I (0.221, 3.194, 0.859)
C (-2.554, 4.036, -1.312)
I (-2.879, 2.194, -2.116)
H (-1.694, 4.593, -1.644)
H (-2.992, 4.250, -0.352)
C (3.352, 0.878, 3.232)
C (3.288, 1.316, 1.789)
C (4.002, 2.589, 1.415)
O (2.696, 0.651, 0.972)
H (3.596, 1.695, 3.909)
H (4.118, 0.103, 3.323)
H (2.398, 0.426, 3.502)
H (5.082, 2.440, 1.520)
H (3.715, 3.393, 2.092)
H (3.763, 2.858, 0.389)
Te (-2.789, -1.481, 3.100)
C (-3.579, -1.619, 5.126)
C (-2.765, -2.011, 6.188)
C (-3.267, -2.130, 7.479)
C (-4.606, -1.861, 7.731)
C (-5.433, -1.478, 6.684)
C (-4.921, -1.363, 5.397)
C (-2.634, 0.621, 3.362)
C (-3.294, 1.497, 2.505)
C (-3.187, 2.868, 2.679)
C (-2.409, 3.388, 3.705)
C (-1.740, 2.523, 4.556)
C (-1.855, 1.147, 4.385)
H (-1.718, -2.230, 6.002)
H (-2.614, -2.438, 8.288)
H (-5.001, -1.948, 8.736)
H (-6.481, -1.267, 6.867)
H (-5.579, -1.063, 4.589)
H (-3.874, 1.095, 1.680)
H (-3.704, 3.533, 1.997)
H (-2.311, 4.459, 3.828)
H (-1.113, 2.913, 5.349)
H (-1.323, 0.481, 5.054)
N (-2.087, -0.831, 0.801)
C (-2.720, -1.352, -0.319)
C (-2.259, -2.534, -0.953)
C (-2.912, -3.101, -2.032)
C (-4.078, -2.527, -2.535)
C (-4.581, -1.393, -1.911)
C (-3.925, -0.824, -0.827)
H (-1.361, -2.981, -0.553)
H (-2.515, -4.007, -2.480)
H (-4.597, -2.969, -3.378)
H (-5.502, -0.944, -2.268)
H (-4.342, 0.062, -0.356)

Values from the calculation:
Gap between HOMO and LUMO (spin up / spin down) (eV): 6.0005 / 5.8813
E_tot (eV): -114804.066
2S+1: 2
⟨S²⟩: 0.756
Total charge: -1
Relative energy (zero: lowest compared OMol25 entry of this formula, charge and spin) (kcal/mol): 0.00

Entry 2:
DFT (ωB97M-V/def2-TZVPD) results for C50H54F6O18Sr as an isolated structure.

CARTESIAN COORDINATES (ANGSTROEM)
Sr (0.372, -0.704, 0.375)
C (3.320, -0.535, 1.879)
O (2.943, -1.519, 0.918)
O (2.097, 0.114, 2.310)
C (4.456, -1.045, 2.891)
F (5.532, -1.430, 2.348)
F (4.789, -0.029, 3.804)
F (3.925, -2.064, 3.742)
C (3.822, -2.496, 0.337)
C (3.069, -2.805, -0.942)
H (3.077, -1.971, -1.644)
H (3.634, -3.566, -1.480)
H (2.075, -3.243, -0.856)
H (3.860, -3.376, 0.979)
H (4.849, -2.195, 0.129)
H (3.767, 0.305, 1.347)
C (-1.962, -2.253, -2.023)
O (-0.837, -3.113, -2.157)
O (-1.551, -1.250, -1.194)
C (-2.789, -2.011, -3.323)
F (-3.893, -1.268, -3.141)
F (-2.167, -1.372, -4.340)
F (-3.119, -3.109, -3.939)
C (-0.938, -4.418, -2.782)
C (0.408, -5.024, -2.570)
H (1.169, -4.306, -2.878)
H (0.540, -5.118, -1.492)
H (0.545, -5.997, -3.043)
H (-0.973, -4.441, -3.871)
H (-1.740, -5.060, -2.415)
H (-2.642, -2.859, -1.425)
C (-5.224, 2.615, -2.054)
C (-4.363, 2.528, -0.983)
C (-4.553, 1.711, 0.099)
C (-5.664, 0.926, 0.149)
C (-6.619, 0.995, -0.876)
C (-6.355, 1.751, -1.963)
O (-7.207, 1.844, -3.100)
O (-3.672, 1.634, 1.136)
H (-5.080, 3.382, -2.801)
H (-3.464, 3.123, -0.915)
H (-5.721, 0.176, 0.924)
H (-7.471, 0.344, -0.999)
H (-6.704, 1.939, -3.912)
H (-4.003, 1.338, 1.987)
C (1.703, 4.376, 0.011)
C (1.230, 3.117, -0.345)
C (-0.111, 2.814, -0.036)
C (-1.021, 3.776, 0.405)
C (-0.496, 5.081, 0.667)
C (0.810, 5.374, 0.411)
O (1.121, 6.639, 0.680)
O (-0.508, 1.535, -0.193)
H (2.711, 4.637, -0.277)
H (1.876, 2.268, -0.515)
H (-1.984, 3.380, 0.690)
H (-1.159, 5.804, 1.120)
H (0.431, 7.092, 1.170)
H (-1.240, 1.533, -0.814)
C (3.605, 0.831, -2.228)
C (4.673, 1.236, -3.023)
C (4.438, 1.575, -4.324)
C (3.148, 1.425, -4.873)
C (2.105, 0.911, -4.136)
C (2.345, 0.670, -2.754)
O (1.261, 0.371, -1.915)
O (5.396, 2.139, -5.152)
H (3.771, 0.768, -1.162)
H (5.609, 1.591, -2.617)
H (2.936, 1.692, -5.898)
H (1.115, 0.731, -4.529)
H (0.474, 0.735, -2.327)
H (6.188, 2.428, -4.692)
C (1.846, 2.695, 4.141)
C (2.320, 3.999, 4.165)
C (3.276, 4.393, 5.120)
C (3.770, 3.489, 6.040)
C (3.283, 2.176, 6.055)
C (2.366, 1.808, 5.105)
O (1.860, 0.534, 5.081)
O (3.820, 5.682, 5.014)
H (1.315, 2.256, 3.309)
H (2.046, 4.623, 3.327)
H (4.428, 3.710, 6.868)
H (3.476, 1.401, 6.782)
H (1.753, 0.439, 4.132)
H (3.513, 6.194, 4.262)
C (-1.616, 4.631, -4.057)
C (-1.200, 3.525, -3.298)
C (-1.832, 2.286, -3.672)
C (-2.680, 2.136, -4.744)
C (-3.104, 3.278, -5.434)
C (-2.616, 4.521, -5.087)
O (-3.082, 5.632, -5.725)
O (-1.331, 1.105, -3.134)
H (-1.279, 5.636, -3.847)
H (-0.398, 3.691, -2.594)
H (-3.066, 1.150, -4.955)
H (-3.837, 3.158, -6.218)
H (-2.656, 6.463, -5.501)
H (-1.833, 0.371, -3.497)
C (-3.608, -3.213, 2.285)
C (-2.763, -2.152, 2.011)
C (-1.728, -1.751, 2.901)
C (-1.500, -2.341, 4.069)
C (-2.410, -3.402, 4.388)
C (-3.467, -3.756, 3.516)
O (-4.310, -4.712, 3.984)
O (-0.989, -0.682, 2.519)
H (-4.282, -3.618, 1.545)
H (-2.868, -1.746, 1.015)
H (-0.727, -1.919, 4.694)
H (-2.236, -3.907, 5.326)
H (-5.089, -4.768, 3.424)
H (-1.093, 0.029, 3.156)
C (0.578, -5.547, 1.293)
C (1.288, -6.505, 1.979)
C (1.955, -6.167, 3.152)
C (1.913, -4.839, 3.632)
C (1.188, -3.881, 2.958)
C (0.734, -4.225, 1.684)
O (0.251, -3.265, 0.811)
O (2.740, -7.103, 3.696)
H (0.019, -5.898, 0.438)
H (1.220, -7.516, 1.607)
H (2.595, -4.567, 4.424)
H (1.249, -2.821, 3.158)
H (-0.242, -3.777, 0.166)
H (3.073, -7.610, 2.952)

Values from the calculation:
Gap between HOMO and LUMO (eV): 7.4959
E_tot (eV): -106720.377

Entry 3:
DFT (ωB97M-V/def2-TZVPD) results for C50H57CrF5Ge2O4S4Te as an isolated structure.

CARTESIAN COORDINATES (ANGSTROEM)
Cr (-0.053, -1.706, 2.845)
C (3.427, -6.341, 0.641)
C (2.869, -5.343, -0.350)
C (1.547, -5.457, -0.832)
C (0.954, -4.593, -1.763)
C (-0.415, -4.879, -2.298)
C (1.723, -3.495, -2.216)
C (3.073, -3.402, -1.751)
C (3.937, -2.302, -2.351)
C (3.643, -4.268, -0.824)
C (1.176, -2.489, -3.178)
C (1.572, -2.539, -4.556)
C (0.865, -1.903, -5.565)
C (-0.234, -1.167, -5.220)
C (-0.687, -1.005, -3.841)
C (0.113, -1.592, -2.868)
Ge (0.069, -0.963, -1.005)
S (-0.341, -2.440, 0.568)
S (-1.293, 0.823, -0.813)
Ge (0.396, 1.350, 0.581)
S (-0.017, 0.684, 2.674)
S (1.978, -0.069, -0.188)
C (0.547, 3.346, 0.788)
C (-0.661, 4.067, 0.920)
C (-0.654, 5.365, 0.332)
C (0.566, 6.057, 0.185)
C (1.744, 5.361, 0.269)
C (1.773, 3.981, 0.540)
C (3.100, 3.314, 0.693)
C (3.465, 2.845, 1.964)
C (2.712, 3.202, 3.227)
C (4.614, 2.060, 2.107)
C (5.587, 1.871, 1.109)
C (6.839, 1.121, 1.378)
C (5.219, 2.430, -0.127)
C (4.026, 3.126, -0.327)
C (3.712, 3.657, -1.701)
C (-2.019, 3.565, 1.455)
C (-3.084, 3.405, 0.551)
C (-3.130, 3.816, -0.870)
C (-4.314, 2.925, 1.069)
C (-4.508, 2.580, 2.377)
C (-5.690, 1.810, 2.906)
C (-3.421, 2.820, 3.264)
C (-2.220, 3.367, 2.833)
C (-1.189, 3.692, 3.861)
C (-2.020, -0.305, -3.717)
C (-2.230, 0.976, -4.308)
C (-1.045, 1.928, -4.459)
C (-3.519, 1.550, -4.467)
C (-4.631, 0.786, -3.923)
C (-6.012, 1.357, -3.877)
C (-4.393, -0.471, -3.387)
C (-3.089, -1.027, -3.257)
C (-2.990, -2.427, -2.633)
H (2.877, -6.316, 1.591)
H (4.460, -5.992, 0.823)
H (3.280, -7.381, 0.201)
H (0.980, -6.313, -0.430)
H (-0.590, -5.937, -2.165)
H (-0.549, -4.683, -3.345)
H (-1.120, -4.326, -1.666)
H (4.334, -2.531, -3.354)
H (4.895, -2.089, -1.744)
H (3.383, -1.323, -2.373)
H (4.590, -4.066, -0.427)
H (2.488, -3.067, -4.769)
H (1.088, -2.208, -6.585)
H (-0.931, -0.767, -5.941)
H (-1.580, 5.874, 0.274)
H (0.549, 7.126, 0.084)
H (2.631, 5.894, -0.016)
H (2.458, 4.314, 3.221)
H (3.344, 2.986, 4.051)
H (1.832, 2.583, 3.379)
H (4.846, 1.655, 3.076)
H (7.653, 1.682, 1.885)
H (7.293, 0.717, 0.439)
H (6.679, 0.292, 2.059)
H (5.842, 2.356, -1.005)
H (4.279, 3.086, -2.443)
H (4.074, 4.706, -1.876)
H (2.656, 3.600, -1.907)
H (-3.880, 3.176, -1.391)
H (-2.123, 3.646, -1.364)
H (-3.430, 4.874, -1.057)
H (-5.126, 2.854, 0.326)
H (-5.797, 2.239, 3.965)
H (-5.326, 0.771, 2.937)
H (-6.650, 1.972, 2.463)
H (-3.541, 2.616, 4.321)
H (-0.951, 2.821, 4.469)
H (-1.626, 4.459, 4.525)
H (-0.314, 4.090, 3.457)
H (-0.585, 2.049, -3.490)
H (-1.408, 2.891, -4.889)
H (-0.260, 1.457, -5.061)
H (-3.638, 2.534, -5.012)
H (-6.541, 1.380, -4.807)
H (-5.991, 2.362, -3.475)
H (-6.724, 0.766, -3.140)
H (-5.265, -1.021, -2.996)
H (-3.768, -2.407, -1.860)
H (-2.067, -2.614, -2.120)
H (-3.245, -3.246, -3.338)
O (0.519, -1.681, 4.824)
H (-0.059, -2.382, 5.234)
H (1.383, -2.196, 4.910)
O (2.555, -1.558, 2.391)
H (2.941, -0.678, 2.162)
H (2.882, -2.148, 1.686)
F (-4.000, -3.123, 6.176)
Te (-2.901, -2.546, 4.855)
F (-4.327, -1.558, 4.260)
F (-1.314, -3.551, 5.504)
F (-3.499, -4.135, 3.889)
F (-2.407, -1.086, 5.874)
O (-1.892, -2.021, 3.431)
C (-0.517, -4.858, 3.082)
C (0.487, -3.808, 3.115)
O (1.673, -3.854, 3.302)
H (-0.260, -5.726, 2.412)
H (-1.489, -4.428, 2.773)
H (-0.648, -5.262, 4.151)

Values from the calculation:
Gap between HOMO and LUMO (spin up / spin down) (eV): 3.6909 / 5.4876
E_tot (eV): -266646.906
2S+1: 5
⟨S²⟩: 6.158
Total charge: -2
Relative energy (zero: lowest compared OMol25 entry of this formula, charge and spin) (kcal/mol): 4.41

Entry 4:
DFT (ωB97M-V/def2-TZVPD) results for C50H58BaCl3N8O3S2Sb2 as an isolated structure.

CARTESIAN COORDINATES (ANGSTROEM)
Ba (-0.079, 1.622, -0.076)
N (-0.516, -1.294, 2.826)
C (-1.034, -2.502, 2.359)
C (-1.236, -3.583, 3.174)
C (-1.805, -4.777, 2.672)
C (-2.162, -4.888, 1.363)
C (-1.968, -3.773, 0.501)
C (-2.343, -3.803, -0.863)
C (-2.184, -2.692, -1.631)
C (-1.641, -1.534, -1.024)
N (-1.260, -1.460, 0.223)
C (-1.418, -2.586, 0.992)
H (-0.020, -1.401, 3.707)
H (0.155, -0.859, 2.195)
H (-0.942, -3.518, 4.213)
H (-1.951, -5.606, 3.350)
H (-2.597, -5.792, 0.967)
H (-2.765, -4.707, -1.284)
H (-2.463, -2.673, -2.670)
H (-1.550, -0.641, -1.643)
C (-3.335, -0.058, 3.654)
Sb (-2.004, 1.323, 2.792)
C (-0.472, 1.475, 4.267)
C (-3.043, 2.999, 3.690)
C (-4.369, 3.385, 3.106)
C (-5.513, 2.704, 3.514)
C (-6.765, 3.025, 3.018)
C (-6.888, 4.063, 2.104)
C (-5.760, 4.749, 1.692)
C (-4.501, 4.420, 2.173)
C (-3.288, 5.137, 1.627)
Sb (-2.195, 3.986, 0.126)
C (-2.309, 5.451, -1.417)
C (-3.901, 2.844, -0.513)
H (-4.308, 0.015, 3.176)
H (-3.437, 0.179, 4.711)
H (-2.952, -1.070, 3.534)
H (-0.106, 2.501, 4.278)
H (0.362, 0.807, 4.078)
H (-0.921, 1.251, 5.233)
H (-2.325, 3.819, 3.689)
H (-3.174, 2.709, 4.736)
H (-5.423, 1.920, 4.253)
H (-7.633, 2.482, 3.358)
H (-7.862, 4.334, 1.723)
H (-5.867, 5.559, 0.982)
H (-2.589, 5.390, 2.419)
H (-3.596, 6.058, 1.136)
H (-3.308, 5.883, -1.377)
H (-2.154, 5.005, -2.398)
H (-1.564, 6.228, -1.257)
H (-4.722, 3.510, -0.773)
H (-4.249, 2.185, 0.281)
H (-3.593, 2.265, -1.385)
C (1.871, 4.784, 1.359)
C (2.837, 3.698, 1.042)
N (2.571, 2.419, 0.898)
C (3.771, 1.830, 0.537)
C (4.750, 2.760, 0.473)
N (4.141, 3.953, 0.806)
H (1.211, 4.488, 2.175)
H (1.243, 5.039, 0.502)
H (2.398, 5.684, 1.672)
H (3.856, 0.772, 0.366)
H (5.791, 2.687, 0.238)
H (4.569, 4.865, 0.827)
Cl (-3.495, 1.000, -5.486)
C (-2.031, 0.052, -5.587)
C (-2.094, -1.322, -5.439)
C (-0.916, -2.049, -5.471)
C (0.319, -1.443, -5.680)
C (1.588, -2.251, -5.690)
C (2.158, -2.501, -4.297)
N (2.205, -1.285, -3.501)
C (3.014, -0.172, -3.570)
C (2.656, 0.613, -2.523)
N (1.691, -0.018, -1.757)
C (1.444, -1.133, -2.395)
O (1.351, -3.454, -6.425)
C (1.738, -4.750, -5.986)
C (0.751, -5.416, -5.070)
C (-0.500, -5.810, -5.453)
Cl (-1.173, -5.638, -7.023)
S (-1.399, -6.536, -4.216)
C (-0.111, -6.357, -3.114)
C (0.965, -5.762, -3.696)
C (0.311, -0.077, -5.911)
Cl (1.767, 0.766, -6.461)
C (-0.837, 0.694, -5.844)
H (-3.049, -1.806, -5.304)
H (-0.950, -3.122, -5.354)
H (2.332, -1.673, -6.256)
H (3.152, -2.945, -4.371)
H (1.548, -3.192, -3.717)
H (3.722, -0.045, -4.362)
H (3.061, 1.569, -2.247)
H (0.764, -1.916, -2.096)
H (2.742, -4.759, -5.553)
H (1.806, -5.314, -6.918)
H (-0.201, -6.716, -2.106)
H (1.895, -5.587, -3.179)
H (-0.802, 1.754, -6.015)
C (0.183, 3.470, -3.883)
C (-0.011, 2.963, -2.502)
O (-0.945, 2.114, -2.252)
O (0.762, 3.353, -1.578)
H (-0.717, 3.379, -4.484)
H (0.963, 2.876, -4.362)
H (0.519, 4.502, -3.831)
N (3.468, 1.397, 3.851)
C (3.762, 0.068, 3.844)
S (3.066, -0.943, 2.709)
N (4.581, -0.328, 4.835)
C (5.033, -1.628, 5.176)
C (5.322, -2.596, 4.234)
C (5.802, -3.822, 4.673)
C (6.007, -4.081, 6.018)
C (5.730, -3.089, 6.951)
C (5.241, -1.866, 6.529)
H (3.009, 1.769, 3.027)
H (4.056, 2.041, 4.358)
H (4.789, 0.360, 5.550)
H (5.176, -2.394, 3.186)
H (6.030, -4.586, 3.945)
H (6.383, -5.038, 6.340)
H (5.886, -3.264, 8.005)
H (5.014, -1.101, 7.261)

Values from the calculation:
Gap between HOMO and LUMO (eV): 7.9302
E_tot (eV): -143860.557
Total charge: +1
Relative energy (zero: lowest compared OMol25 entry of this formula, charge and spin) (kcal/mol): 36.59